## one
Here is a cluster of 2 separate species, C25H25NO2 in total from OMol25. Energies are from ωB97M-V with the def2-TZVPD basis set.

Frontier orbital gap, eV: 4.3101
HOMO level, Eh: -0.229
Lowest unoccupied orbital energy, eV: -1.9

Each line ends with the natural charge from an NBO analysis.
Element x y z (Å)
C (2.16435, -3.63547, 1.82999)  -0.627
C (2.40733, -2.23326, 2.31380)  -0.074
O (1.40171, -1.39161, 1.64509)  -0.508
C (1.71571, -0.09341, 1.58266)  0.744
C (0.53263, 0.82222, 1.45088)  0.129
C (0.77670, 2.27131, 1.60430)  -0.703
N (-0.63994, 0.24067, 1.42971)  -0.446
C (-1.81567, 0.78376, 1.55060)  0.053
C (-3.00665, -0.02364, 1.63840)  -0.019
C (-4.28331, 0.53790, 1.90908)  -0.214
C (-5.40500, -0.28340, 2.00702)  -0.220
C (-5.27634, -1.67336, 1.83884)  -0.205
C (-4.01739, -2.24074, 1.58596)  -0.220
C (-2.89213, -1.42084, 1.48186)  -0.189
O (2.86280, 0.34079, 1.60911)  -0.658
H (2.79365, -4.34316, 2.37995)  0.212
H (1.11722, -3.91867, 1.98379)  0.216
H (2.41481, -3.73552, 0.76730)  0.217
H (2.22743, -2.14253, 3.39602)  0.181
H (3.41359, -1.87530, 2.06714)  0.207
H (1.86277, 2.42078, 1.62382)  0.251
H (0.32560, 2.80900, 0.75932)  0.226
H (0.34464, 2.67221, 2.53463)  0.221
H (-1.92247, 1.87986, 1.61580)  0.155
H (-4.36211, 1.61722, 2.04467)  0.211
H (-6.38390, 0.15275, 2.21292)  0.215
H (-6.15601, -2.31309, 1.89947)  0.213
H (-3.90545, -3.32048, 1.46442)  0.215
H (-1.89812, -1.83137, 1.28522)  0.241
C (1.49396, 1.12054, -1.23908)  -0.142
C (1.79965, -0.21082, -1.64339)  -0.028
C (3.05171, -0.75390, -1.21492)  -0.181
C (3.45176, -2.02794, -1.55951)  -0.231
C (2.62528, -2.82713, -2.36392)  -0.198
C (1.39445, -2.31997, -2.80480)  -0.219
C (0.94847, -1.07022, -2.39004)  -0.197
C (0.69841, 2.10214, -1.89571)  -0.032
C (0.85635, 3.46875, -1.49045)  -0.185
C (0.01225, 4.46977, -1.93815)  -0.229
C (-1.03409, 4.16089, -2.82100)  -0.189
C (-1.15912, 2.85095, -3.30751)  -0.219
C (-0.27862, 1.85120, -2.90450)  -0.188
H (2.16137, 1.50684, -0.46852)  0.228
H (3.70067, -0.12225, -0.60514)  0.236
H (4.41619, -2.40248, -1.20242)  0.219
H (2.95813, -3.81956, -2.66719)  0.216
H (0.76501, -2.92348, -3.46477)  0.216
H (-0.07547, -0.76031, -2.59518)  0.209
H (1.66719, 3.71102, -0.79587)  0.220
H (0.15849, 5.49676, -1.59382)  0.220
H (-1.70653, 4.94507, -3.16849)  0.217
H (-1.95844, 2.61315, -4.01563)  0.219
H (-0.34355, 0.86836, -3.36175)  0.213

## two
Here is a cluster of 2 separate species, C25H25NO2 in total from OMol25. Energies are from ωB97M-V with the def2-TZVPD basis set.

Frontier orbital gap, eV: 7.0974
HOMO level, Eh: -0.266
Lowest unoccupied orbital energy, eV: -0.1

Each line ends with the natural charge from an NBO analysis.
Element x y z (Å)
C (-0.83601, -2.21710, -1.77988)  -0.419
N (0.02395, -1.11802, -2.24038)  -0.320
C (-0.07664, -0.73939, -3.64800)  -0.422
C (0.69077, -0.40534, -1.36548)  0.367
C (1.58627, 0.66965, -1.72418)  -0.162
C (1.15729, 1.78652, -2.48237)  -0.151
C (2.07727, 2.73796, -2.88587)  -0.243
C (3.40963, 2.66681, -2.47017)  0.108
C (4.33368, 3.78339, -2.83626)  -0.654
C (3.82954, 1.58784, -1.68575)  -0.256
C (2.93103, 0.60580, -1.30106)  -0.120
H (-1.40048, -2.57115, -2.64433)  0.211
H (-0.23151, -3.03439, -1.36349)  0.223
H (-1.52122, -1.86205, -0.99560)  0.249
H (-0.52384, -1.59066, -4.16455)  0.212
H (-0.73161, 0.13353, -3.77721)  0.225
H (0.90303, -0.51920, -4.08565)  0.234
H (0.74088, -0.84441, -0.37345)  0.257
H (0.09498, 1.89951, -2.70509)  0.230
H (1.75870, 3.56650, -3.52198)  0.212
H (5.33246, 3.61689, -2.43119)  0.216
H (4.40366, 3.88894, -3.92404)  0.221
H (3.96864, 4.73963, -2.44337)  0.226
H (4.87579, 1.52947, -1.38034)  0.217
H (3.23322, -0.22698, -0.66256)  0.229
C (1.64031, -3.14633, 4.93318)  -0.211
C (0.37963, -3.27062, 4.33502)  -0.228
C (0.00691, -2.39056, 3.31386)  -0.207
C (0.84274, -1.32471, 2.93116)  -0.046
C (0.47028, -0.32088, 1.86702)  0.466
C (-0.89236, -0.39744, 1.42130)  -0.605
C (-1.52750, 0.45895, 0.48688)  0.476
C (-3.02974, 0.56527, 0.59545)  -0.043
C (-3.83353, -0.42332, 1.19470)  -0.208
C (-5.22539, -0.28202, 1.26215)  -0.224
C (-5.84335, 0.83299, 0.68352)  -0.214
C (-5.05162, 1.82540, 0.07884)  -0.220
C (-3.66384, 1.68200, 0.02534)  -0.199
O (-0.93623, 1.06836, -0.43106)  -0.686
O (1.33718, 0.45422, 1.42015)  -0.663
C (2.10663, -1.21620, 3.53552)  -0.196
C (2.50383, -2.11204, 4.52792)  -0.224
H (1.95325, -3.85839, 5.69970)  0.211
H (-0.32015, -4.04995, 4.64909)  0.211
H (-0.94984, -2.54676, 2.81714)  0.208
H (-1.55999, -0.92203, 2.08317)  0.195
H (-3.37801, -1.32003, 1.61347)  0.208
H (-5.82080, -1.05112, 1.76357)  0.212
H (-6.93284, 0.92222, 0.69236)  0.212
H (-5.51608, 2.71393, -0.35108)  0.212
H (-3.04586, 2.43713, -0.45801)  0.229
H (2.77112, -0.41547, 3.21352)  0.234
H (3.48575, -1.99634, 4.98839)  0.211

The structure with the greatest stability is two.

## one
Here is a structure of composition C45H43IrN8O4S2Te from OMol25. Energies are from ωB97M-V with the def2-TZVPD basis set.

Frontier orbital gap (alpha / beta), eV: 5.9900 / 5.0987
Charge: +1
2S+1: 2
HOMO level (alpha / beta), Eh: -0.345 / -0.346
Lowest unoccupied orbital energy (alpha / beta), eV: -3.4 / -4.3

Each line ends with the Löwdin spin population.
Element x y z (Å)
Ir (1.69212, 0.46516, -0.35361)  0.000
C (4.09124, -0.66867, 4.60167)  0.000
C (3.53332, 0.59171, 4.43558)  0.000
C (2.57296, 0.81040, 3.45954)  0.000
C (2.16446, -0.23762, 2.63882)  0.000
C (2.72101, -1.49956, 2.80654)  0.000
C (3.68171, -1.71356, 3.78528)  0.000
N (1.22222, 0.01570, 1.59802)  -0.002
C (0.01721, 0.50854, 1.89794)  0.001
C (-0.59600, 0.46436, 3.18748)  0.005
C (-1.85670, 0.95336, 3.36504)  0.004
C (-2.60241, 1.54483, 2.30925)  0.000
C (-2.04202, 1.64353, 1.07401)  0.001
C (-0.74613, 1.13008, 0.85624)  0.002
N (-0.06094, 1.25791, -0.32213)  0.001
N (-0.51948, 1.91200, -1.32766)  0.004
C (0.38786, 1.91274, -2.38621)  0.000
C (0.06610, 2.56548, -3.56816)  0.001
C (0.97116, 2.54455, -4.61165)  0.000
C (2.17810, 1.87462, -4.46060)  0.001
C (2.44186, 1.25204, -3.25596)  0.000
N (1.57395, 1.27211, -2.24388)  0.001
H (4.84364, -0.83486, 5.36110)  0.000
H (3.85563, 1.41607, 5.05841)  0.000
H (2.15159, 1.79648, 3.30961)  0.000
H (2.40783, -2.31142, 2.16286)  0.000
H (4.11100, -2.69970, 3.90792)  0.000
H (-0.04636, 0.03491, 4.01408)  0.000
H (-2.30370, 0.89649, 4.34993)  0.000
H (-3.59948, 1.91562, 2.49873)  0.000
H (-2.55749, 2.10852, 0.24421)  0.000
H (-0.87146, 3.09801, -3.63372)  0.000
H (0.74092, 3.06190, -5.53333)  0.000
H (2.90885, 1.83702, -5.25494)  0.000
H (3.36665, 0.72209, -3.06980)  0.000
O (-3.50899, -2.36859, -1.17911)  0.002
C (-4.19643, -1.39918, -0.83823)  0.004
O (-4.29297, -0.86845, 0.29970)  0.038
C (-5.05355, -0.72698, -1.94194)  0.001
N (-5.61163, 0.51102, -1.28186)  0.001
C (-4.95534, 1.71312, -1.90532)  0.000
C (-3.72497, 1.13821, -2.59624)  0.000
C (-4.21633, -0.21564, -3.10604)  0.000
H (-5.86250, -1.39421, -2.23103)  0.000
H (-5.28405, 0.32058, -0.28494)  0.000
H (-6.62479, 0.56261, -1.30759)  0.000
H (-4.73904, 2.45023, -1.13644)  0.000
H (-5.65682, 2.13787, -2.62167)  0.000
H (-2.91481, 1.02084, -1.87231)  0.000
H (-3.37203, 1.79329, -3.39009)  0.000
H (-3.41296, -0.91599, -3.31883)  0.000
H (-4.82548, -0.09902, -4.00409)  0.000
N (0.79375, 6.21386, -3.93806)  0.000
C (1.34462, 5.65538, -2.78783)  0.000
C (0.57876, 5.50995, -1.63229)  0.000
C (1.10467, 4.88267, -0.51617)  0.000
C (2.40286, 4.39892, -0.54684)  0.000
C (3.18352, 4.54822, -1.68882)  0.000
C (2.65733, 5.16922, -2.80220)  0.000
S (3.06128, 3.55091, 0.84458)  0.000
O (2.11350, 3.70585, 1.91181)  0.000
O (4.43637, 3.92725, 1.04355)  0.000
N (3.04792, 2.01613, 0.34531)  0.000
C (4.11436, 1.20272, 0.25886)  0.000
S (5.78111, 1.34138, 0.63903)  0.000
C (5.99898, -0.30635, 0.12892)  0.000
C (4.83701, -0.84921, -0.28454)  0.000
N (3.76828, 0.01231, -0.21324)  0.000
H (0.02225, 6.84254, -3.77615)  0.000
H (1.46321, 6.60891, -4.58029)  0.000
H (-0.43515, 5.89245, -1.60846)  0.000
H (0.51905, 4.77222, 0.38683)  0.000
H (4.20630, 4.19074, -1.69100)  0.000
H (3.26240, 5.29110, -3.69289)  0.000
H (6.96993, -0.76935, 0.16225)  0.000
H (4.69641, -1.85424, -0.65183)  0.000
C (-2.83163, -4.16898, 1.02882)  0.060
Te (-1.66442, -2.41200, 0.93296)  0.676
C (-0.74259, -3.14262, 2.70626)  0.063
C (-1.34873, -4.48575, 3.01809)  0.001
C (-0.90906, -5.23330, 4.10807)  -0.001
C (-1.46942, -6.46890, 4.37774)  -0.001
C (-2.47762, -6.96755, 3.56042)  -0.001
C (-2.91943, -6.22856, 2.47776)  -0.001
C (-2.35724, -4.98440, 2.20025)  0.001
H (-2.71444, -4.66435, 0.06462)  0.011
H (-3.87185, -3.85103, 1.10533)  0.013
H (-0.89234, -2.41028, 3.50193)  0.012
H (0.33084, -3.20099, 2.51686)  0.012
H (-0.12352, -4.84222, 4.74351)  0.000
H (-1.12256, -7.04565, 5.22462)  0.000
H (-2.91733, -7.93358, 3.76931)  0.000
H (-3.70445, -6.61648, 1.83996)  0.000
C (-0.04773, -3.83007, -1.83096)  0.021
C (-0.58314, -2.66194, -2.35733)  0.011
C (-0.08787, -1.42285, -1.96786)  0.005
C (0.95238, -1.30298, -1.04058)  0.007
C (1.49975, -2.49601, -0.55296)  0.018
C (1.01207, -3.74078, -0.93304)  0.026
H (-0.43103, -4.79556, -2.13544)  0.000
H (-1.40732, -2.71867, -3.05600)  0.000
H (-0.54691, -0.53718, -2.39666)  0.000
H (2.33425, -2.44973, 0.13645)  0.000
H (1.46609, -4.64174, -0.53727)  0.000

## two
Here is a structure of composition C45H43IrN8O4S2Te from OMol25. Energies are from ωB97M-V with the def2-TZVPD basis set.

Frontier orbital gap (alpha / beta), eV: 6.0414 / 4.8848
Charge: +1
2S+1: 2
HOMO level (alpha / beta), Eh: -0.361 / -0.361
Lowest unoccupied orbital energy (alpha / beta), eV: -3.8 / -4.9

Each line ends with the Löwdin spin population.
Element x y z (Å)
Ir (0.05924, -0.35060, 0.35972)  0.058
C (1.74205, -5.50661, 2.33321)  0.087
C (2.43678, -4.56504, 3.08515)  -0.005
C (2.13190, -3.22250, 2.97780)  0.075
C (1.10725, -2.79202, 2.11518)  0.030
C (0.42947, -3.74400, 1.34772)  0.072
C (0.74570, -5.08335, 1.46136)  -0.007
N (0.83411, -1.43618, 1.97477)  0.399
C (0.91854, -0.60044, 3.08717)  0.000
C (0.81798, -0.99232, 4.42883)  0.073
C (0.96374, -0.04952, 5.42878)  -0.015
C (1.21875, 1.29140, 5.14013)  0.083
C (1.30850, 1.70831, 3.81998)  -0.008
C (1.12140, 0.77009, 2.82791)  0.057
N (1.16800, 1.01224, 1.44178)  0.000
N (1.85955, 1.91748, 0.94554)  0.054
C (2.01979, 1.68260, -0.43804)  0.002
C (2.84404, 2.52030, -1.17182)  0.008
C (3.09913, 2.20528, -2.49333)  0.004
C (2.53994, 1.05223, -3.03110)  0.008
C (1.72462, 0.26393, -2.23616)  0.005
N (1.44930, 0.58312, -0.96983)  0.007
H (1.98201, -6.55739, 2.41987)  0.005
H (3.22750, -4.87827, 3.75506)  -0.002
H (2.69970, -2.49744, 3.54604)  0.001
H (-0.32774, -3.43326, 0.64711)  0.002
H (0.21354, -5.80092, 0.85178)  -0.002
H (0.59762, -2.02208, 4.67173)  0.002
H (0.85844, -0.35614, 6.46087)  -0.002
H (1.30828, 2.00501, 5.94669)  0.004
H (1.45063, 2.74446, 3.54229)  -0.001
H (3.25941, 3.39023, -0.68291)  0.000
H (3.72920, 2.84461, -3.09662)  0.000
H (2.72056, 0.76260, -4.05624)  0.000
H (1.27018, -0.64807, -2.59880)  0.000
O (3.00929, -3.76909, -1.34952)  0.000
C (3.36428, -2.73561, -0.80197)  0.000
O (2.67649, -1.78938, -0.30527)  0.001
C (4.90072, -2.51080, -0.67398)  0.000
N (5.03101, -1.26638, 0.16514)  0.000
C (5.73918, -1.61672, 1.43907)  0.000
C (5.54074, -3.12160, 1.54789)  0.000
C (5.63352, -3.59931, 0.09884)  0.000
H (5.31061, -2.33164, -1.66587)  0.000
H (3.98474, -1.05931, 0.28120)  0.000
H (5.47329, -0.49589, -0.32496)  0.000
H (5.32071, -1.03580, 2.25824)  0.000
H (6.79022, -1.35812, 1.31686)  0.000
H (4.54789, -3.33734, 1.94695)  0.000
H (6.27991, -3.57817, 2.20309)  0.000
H (5.15031, -4.55925, -0.06788)  0.000
H (6.67300, -3.67395, -0.22470)  0.000
N (-6.67970, 3.42356, -1.95837)  0.000
C (-5.67940, 3.49733, -1.01267)  0.000
C (-4.54704, 4.28704, -1.23238)  0.000
C (-3.52315, 4.31555, -0.30542)  0.000
C (-3.60366, 3.55119, 0.85170)  0.000
C (-4.73910, 2.78346, 1.09452)  0.000
C (-5.76293, 2.75285, 0.17117)  0.000
S (-2.23068, 3.46838, 1.94517)  0.000
O (-1.29174, 4.47514, 1.53370)  0.000
O (-2.71255, 3.43683, 3.30377)  0.000
N (-1.54534, 2.03834, 1.57416)  0.001
C (-1.92857, 0.91831, 2.16988)  0.001
S (-2.92527, 0.72193, 3.59253)  0.002
C (-2.81191, -0.99863, 3.44601)  0.000
C (-2.04778, -1.34071, 2.39988)  0.001
N (-1.54075, -0.27179, 1.68164)  0.009
H (-6.72439, 4.16460, -2.63695)  0.000
H (-7.57928, 3.09599, -1.65000)  0.000
H (-4.47489, 4.88192, -2.13507)  0.000
H (-2.66125, 4.94831, -0.46538)  0.000
H (-4.82787, 2.22064, 2.01400)  0.000
H (-6.64554, 2.15537, 0.36480)  0.000
H (-3.31739, -1.65664, 4.13192)  0.000
H (-1.80974, -2.34183, 2.07797)  0.000
C (-1.57175, 0.63340, -3.09523)  -0.001
Te (-1.70159, 1.09538, -1.00699)  -0.007
C (-0.81097, 2.91412, -1.67782)  0.000
C (-1.46292, 3.11696, -3.01915)  0.000
C (-1.70327, 4.37710, -3.55132)  0.000
C (-2.32047, 4.50485, -4.78716)  0.000
C (-2.70542, 3.37197, -5.49162)  0.000
C (-2.46999, 2.11105, -4.96279)  0.000
C (-1.84387, 1.97444, -3.73030)  0.000
H (-2.31248, -0.12451, -3.34251)  0.000
H (-0.58299, 0.24803, -3.34510)  0.000
H (0.26184, 2.76117, -1.77565)  0.000
H (-0.98734, 3.70932, -0.95766)  0.000
H (-1.41147, 5.25969, -2.99402)  0.000
H (-2.50741, 5.48844, -5.19772)  0.000
H (-3.19666, 3.47056, -6.45053)  0.000
H (-2.78045, 1.22726, -5.50675)  0.000
C (-2.29802, -3.56101, -2.52481)  0.000
C (-0.92782, -3.35689, -2.62344)  0.000
C (-0.28416, -2.46263, -1.77791)  -0.001
C (-0.97707, -1.75278, -0.78779)  -0.001
C (-2.35753, -1.98178, -0.70189)  0.000
C (-3.00681, -2.87257, -1.55497)  0.000
H (-2.80167, -4.25543, -3.18435)  0.000
H (-0.34285, -3.90618, -3.35125)  0.000
H (0.79421, -2.39516, -1.83782)  0.000
H (-2.96187, -1.47773, 0.04406)  0.000
H (-4.07428, -3.02361, -1.44882)  0.000

The structure with the greatest stability is one.

## one
Here is an isolated molecule of C4H3NO3 from OMol25. Energies are from ωB97M-V with the def2-TZVPD basis set.

Frontier orbital gap (alpha / beta), eV: 6.9524 / 7.9304
2S+1: 3
HOMO level (alpha / beta), Eh: -0.233 / -0.419
Lowest unoccupied orbital energy (alpha / beta), eV: 0.6 / -3.5

Each line ends with the Löwdin spin population.
Element x y z (Å)
C (0.54960, -1.53625, -0.03215)  0.500
C (1.12903, 0.89387, 0.02682)  0.043
C (-1.10022, 0.55322, -0.30122)  0.041
C (-0.52744, -0.65766, 0.30255)  0.217
N (0.85799, -0.34826, 0.63829)  0.342
O (1.15311, -2.46256, -0.49783)  0.742
O (2.15951, 1.47116, 0.07239)  0.040
O (0.03201, 1.32616, -0.62312)  0.018
H (-1.62982, 0.55082, -1.20376)  0.004
H (-1.63087, 1.17601, 0.37164)  0.009
H (-0.99292, -0.96652, 1.24640)  0.044

## two
Here is an isolated molecule of C4H3NO3 from OMol25. Energies are from ωB97M-V with the def2-TZVPD basis set.

Frontier orbital gap (alpha / beta), eV: 8.7582 / 7.5894
2S+1: 3
HOMO level (alpha / beta), Eh: -0.301 / -0.374
Lowest unoccupied orbital energy (alpha / beta), eV: 0.6 / -2.6

Each line ends with the Löwdin spin population.
Element x y z (Å)
C (1.29777, -0.47970, 0.02720)  0.085
C (-0.69271, 1.09108, -0.55271)  0.093
C (0.36644, -1.28651, 0.80116)  0.552
C (-1.54845, 0.25748, 0.21614)  0.517
N (0.74779, 0.65174, -0.56111)  0.031
O (2.49909, -0.68178, -0.18738)  0.153
O (-0.95814, 2.05981, -1.25756)  0.205
O (-0.90476, -0.81992, 0.75485)  0.323
H (0.34906, -2.24443, 1.21953)  0.027
H (-2.65319, 0.12877, 0.50033)  0.013
H (1.49710, 1.32346, -0.96046)  0.000

The structure with the greatest stability is two.